This record from the Open Molecules 2025 dataset describes C46H45LaN4O2S as an isolated structure at a distorted geometry. The level of theory is ωB97M-V/def2-TZVPD.

Each line ends with the Löwdin charge.
Element x y z (Å)
La -0.251 -0.612 0.187  1.890
O -0.521 0.187 2.096  -0.433
C 0.174 0.873 3.075  -0.465
C 1.725 0.821 2.795  -0.062
C 2.061 1.593 1.553  -0.256
C 2.526 2.901 1.639  -0.009
C 2.714 3.630 0.481  -0.027
C 2.440 3.038 -0.742  0.004
C 2.015 1.718 -0.765  -0.250
C 1.711 1.011 -2.052  -0.061
C 0.188 1.129 -2.433  -0.474
O -0.576 0.780 -1.348  -0.448
C -0.181 2.545 -2.912  -0.129
C -1.465 3.002 -2.627  -0.010
C -1.892 4.250 -3.051  -0.072
C -1.035 5.070 -3.772  -0.095
C 0.244 4.625 -4.066  -0.084
C 0.668 3.373 -3.642  -0.061
C -0.052 0.161 -3.613  -0.133
C -1.021 -0.830 -3.489  -0.025
C -1.265 -1.726 -4.521  -0.082
C -0.542 -1.642 -5.700  -0.093
C 0.423 -0.653 -5.837  -0.080
C 0.664 0.242 -4.805  -0.031
N 1.830 1.012 0.365  0.064
C -0.188 2.364 3.127  -0.176
C 0.152 3.140 4.232  -0.040
C -0.068 4.509 4.225  -0.080
C -0.637 5.118 3.114  -0.093
C -0.998 4.348 2.020  -0.068
C -0.775 2.978 2.028  -0.017
C -0.183 0.186 4.400  -0.151
C 0.634 -0.759 5.005  -0.032
C 0.200 -1.459 6.124  -0.086
C -1.062 -1.230 6.647  -0.096
C -1.890 -0.290 6.045  -0.073
C -1.454 0.408 4.932  -0.023
H 2.019 -0.220 2.672  0.052
H 2.244 1.250 3.653  0.130
H 2.704 3.349 2.608  0.120
H 3.064 4.653 0.526  0.114
H 2.555 3.592 -1.662  0.108
H 1.885 -0.058 -1.921  0.073
H 2.340 1.377 -2.860  0.114
H -2.119 2.358 -2.054  0.117
H -2.895 4.585 -2.819  0.103
H -1.361 6.048 -4.101  0.100
H 0.920 5.259 -4.628  0.101
H 1.675 3.062 -3.890  0.098
H -1.614 -0.865 -2.583  0.085
H -2.039 -2.476 -4.413  0.104
H -0.737 -2.327 -6.515  0.100
H 0.982 -0.564 -6.761  0.102
H 1.417 1.008 -4.940  0.105
H 0.589 2.672 5.107  0.123
H 0.195 5.100 5.093  0.101
H -0.801 6.189 3.108  0.099
H -1.453 4.812 1.153  0.104
H -1.057 2.372 1.174  0.107
H 1.624 -0.957 4.610  0.103
H 0.854 -2.188 6.586  0.099
H -1.402 -1.783 7.513  0.099
H -2.878 -0.105 6.446  0.103
H -2.108 1.130 4.459  0.125
C 2.153 -3.796 -2.046  -0.199
C 0.672 -4.129 -1.879  -0.189
N 0.099 -3.579 -0.651  -0.122
C 0.363 -4.325 0.578  -0.265
C 1.759 -4.148 1.189  -0.432
S 2.433 -2.448 1.195  0.872
C 3.883 -2.558 0.089  -0.426
C 3.667 -1.998 -1.322  -0.274
N 2.372 -2.365 -1.868  -0.089
H 2.740 -4.342 -1.310  0.090
H 2.486 -4.157 -3.027  0.125
H 0.133 -3.677 -2.715  0.108
H 0.538 -5.219 -1.930  0.122
H -0.909 -3.586 -0.771  0.059
H -0.377 -3.993 1.309  0.118
H 0.216 -5.405 0.429  0.121
H 1.709 -4.442 2.236  0.072
H 2.498 -4.784 0.706  0.064
H 4.665 -1.987 0.588  0.073
H 4.198 -3.600 0.076  0.069
H 3.708 -0.908 -1.270  0.100
H 4.513 -2.329 -1.944  0.121
H 2.203 -1.887 -2.746  0.107
N -7.876 -2.718 0.049  0.139
C -6.758 -2.445 0.060  -0.199
C -5.366 -2.124 0.068  -0.255
C -4.512 -2.715 -0.861  -0.051
C -3.159 -2.413 -0.837  -0.174
C -2.567 -1.533 0.090  -0.291
C -3.480 -0.946 0.992  -0.144
C -4.837 -1.228 0.997  -0.045
H -4.919 -3.401 -1.595  0.111
H -2.552 -2.890 -1.609  0.065
H -3.113 -0.244 1.738  0.073
H -5.498 -0.763 1.720  0.113

**Total energy**: -70184.8470 eV
**LUMO**: 0.14 eV
**Highest occupied orbital energy**: -7.92 eV
**Total charge**: 0
**Energy relative to the best compared isomer or geometry (same formula, charge and spin)**: 12.8 kcal/mol

This record from the Open Molecules 2025 dataset describes C46H47AlAsO3PS3 as an isolated structure. The level of theory is ωB97M-V/def2-TZVPD.

Each line ends with the Löwdin charge.
Element x y z (Å)
Al -0.031 0.031 -0.012  -0.059
C -3.547 -0.273 -0.328  -0.458
C -3.276 -1.589 0.389  -0.441
S -1.704 -1.532 1.276  1.007
C -0.911 -3.102 0.856  -0.431
C -0.728 -3.362 -0.633  -0.419
S 0.158 -2.037 -1.515  1.008
C -0.910 -1.736 -2.934  -0.450
C -2.256 -1.080 -2.650  -0.412
S -2.230 0.281 -1.437  0.953
H -4.453 -0.342 -0.928  0.104
H -3.686 0.545 0.381  0.096
H -4.053 -1.758 1.131  0.100
H -3.275 -2.439 -0.289  0.076
H 0.048 -3.055 1.379  0.092
H -1.494 -3.907 1.305  0.107
H -0.120 -4.257 -0.750  0.101
H -1.673 -3.535 -1.144  0.083
H -0.310 -1.119 -3.602  0.073
H -1.065 -2.691 -3.436  0.106
H -2.639 -0.645 -3.572  0.099
H -2.986 -1.806 -2.296  0.082
O -0.039 0.778 1.792  -0.077
C 1.235 0.526 2.546  -0.224
C 2.204 0.165 1.397  -0.481
O 3.363 0.444 1.405  0.191
O 1.573 -0.535 0.433  -0.077
C 1.020 -0.697 3.429  -0.180
C -0.147 -0.808 4.179  -0.051
C -0.341 -1.891 5.025  -0.054
C 0.639 -2.868 5.138  -0.057
C 1.810 -2.758 4.400  -0.046
C 2.002 -1.678 3.546  -0.014
C 1.611 1.782 3.307  -0.137
C 1.186 3.036 2.868  -0.033
C 1.550 4.187 3.557  -0.045
C 2.350 4.092 4.686  -0.048
C 2.780 2.845 5.122  -0.038
C 2.407 1.693 4.443  0.006
H -0.655 1.247 2.371  0.140
H -0.914 -0.040 4.133  0.120
H -1.252 -1.962 5.608  0.116
H 0.495 -3.706 5.811  0.116
H 2.583 -3.512 4.492  0.118
H 2.929 -1.599 2.986  0.130
H 0.569 3.128 1.986  0.085
H 1.208 5.156 3.207  0.083
H 2.635 4.986 5.227  0.118
H 3.406 2.764 6.002  0.118
H 2.748 0.728 4.797  0.127
C 1.299 3.705 -0.420  -0.396
C 1.802 4.745 -1.407  -0.428
As 2.087 6.448 -0.433  1.317
C 2.146 7.601 -2.003  -0.429
C 2.506 7.161 -3.273  -0.117
C 2.545 8.055 -4.339  -0.079
C 2.227 9.391 -4.141  -0.075
C 1.878 9.838 -2.871  -0.071
C 1.842 8.949 -1.808  -0.123
C 0.197 6.682 0.009  -0.425
C -0.161 6.811 1.349  -0.134
C -1.495 6.981 1.713  -0.077
C -2.478 7.025 0.735  -0.078
C -2.127 6.900 -0.608  -0.082
C -0.797 6.730 -0.969  -0.115
P 0.855 2.102 -1.210  1.099
C -0.235 2.635 -2.570  -0.396
C -1.342 3.397 -2.185  -0.150
C -2.212 3.908 -3.134  -0.061
C -1.993 3.649 -4.484  -0.051
C -0.895 2.898 -4.874  -0.053
C -0.008 2.399 -3.922  -0.068
C 2.396 1.446 -1.907  -0.344
C 2.334 0.365 -2.791  -0.131
C 3.486 -0.229 -3.277  -0.048
C 4.725 0.249 -2.867  -0.043
C 4.799 1.302 -1.969  -0.037
C 3.642 1.895 -1.482  -0.077
H 0.402 4.079 0.080  0.061
H 2.031 3.493 0.361  0.072
H 1.070 4.941 -2.191  0.060
H 2.739 4.457 -1.880  0.060
H 2.769 6.125 -3.449  0.088
H 2.830 7.705 -5.324  0.106
H 2.259 10.085 -4.972  0.109
H 1.637 10.881 -2.708  0.110
H 1.569 9.306 -0.821  0.102
H 0.609 6.796 2.113  0.075
H -1.761 7.097 2.758  0.108
H -3.514 7.176 1.013  0.108
H -2.892 6.963 -1.374  0.105
H -0.530 6.668 -2.019  0.107
H -1.525 3.608 -1.134  0.109
H -3.054 4.516 -2.822  0.113
H -2.665 4.054 -5.231  0.118
H -0.707 2.719 -5.926  0.116
H 0.874 1.868 -4.250  0.099
H 1.368 -0.008 -3.109  0.061
H 3.422 -1.063 -3.965  0.117
H 5.633 -0.209 -3.240  0.119
H 5.764 1.664 -1.633  0.122
H 3.732 2.694 -0.757  0.108

**Total energy**: -163828.0989 eV
**LUMO**: -5.35 eV
**Highest occupied orbital energy**: -12.23 eV
**Total charge**: +2